# C35H36N9O5S2W

A structure of composition C35H36N9O5S2W (ωB97M-V with the def2-TZVPD basis set, the Open Molecules 2025 dataset).

Results
LUMO energy (alpha / beta): -2.6 / -2.6 eV
electronic energy: -3087.69453 Eh
spin multiplicity: 1
charge: +1
HOMO level (alpha / beta): -8.943 / -8.950 eV
gap between HOMO and LUMO (alpha / beta): 6.39 / 6.39 eV

Each line ends with the Löwdin charge.
Cartesian coordinates (Å):
W  -1.2080  0.4330  -0.7169  1.5693
N  -1.3282  -3.3789  -3.2418  0.0585
C  -1.5446  -2.3242  -2.3675  -0.8516
S  -0.9551  -0.7669  -2.8181  0.7199
N  -2.1851  -2.5786  -1.2816  0.0022
N  -2.2945  -1.4836  -0.4130  -0.1597
C  -2.8604  -1.8316  0.6989  -0.0569
C  -3.1411  -1.0050  1.8253  -0.1511
C  -3.5804  -1.6175  3.0143  -0.0365
C  -3.8605  -0.8653  4.1275  -0.0849
C  -3.7347  0.5289  4.0538  -0.0556
C  -3.3310  1.1562  2.8977  0.0034
C  -3.0143  0.3951  1.7586  -0.3287
O  -2.6504  0.9934  0.6507  -0.2062
H  -1.2540  -3.1001  -4.2088  0.0775
H  -1.9738  -4.1444  -3.1027  0.0945
H  -3.1214  -2.8844  0.7770  0.1346
H  -3.6878  -2.6960  3.0363  0.1136
H  -4.1882  -1.3367  5.0435  0.1024
H  -3.9637  1.1289  4.9260  0.1109
H  -3.2265  2.2304  2.8359  0.1096
C  -1.6966  4.6546  -2.0591  -0.0020
C  -1.8401  3.1966  -1.7959  -0.2373
N  -0.8853  2.4130  -1.4031  -0.0791
N  0.4010  2.9152  -1.3665  0.1269
C  1.2207  1.9194  -1.2266  -0.4277
O  0.8149  0.6876  -1.1131  -0.2679
C  2.6755  2.1810  -1.2199  -0.1338
C  3.5619  1.2042  -1.6643  -0.0360
C  4.9261  1.4473  -1.6692  -0.0854
C  5.4123  2.6650  -1.2120  -0.0779
C  4.5307  3.6377  -0.7621  -0.0560
C  3.1646  3.4024  -0.7685  -0.0146
C  -3.0684  2.4696  -2.0017  -0.1992
C  -4.2485  3.0576  -2.4549  0.0147
C  -5.3415  2.2615  -2.7059  -0.0348
C  -5.2241  0.8878  -2.5153  -0.0289
C  -4.0363  0.3705  -2.0569  -0.1077
N  -2.9667  1.1400  -1.7895  -0.0792
H  -0.6593  4.9518  -1.9497  0.0737
H  -2.3027  5.2155  -1.3441  0.1001
H  -2.0377  4.9099  -3.0634  0.0915
H  3.1682  0.2681  -2.0381  0.0825
H  5.6139  0.6981  -2.0430  0.0966
H  6.4773  2.8569  -1.2110  0.1059
H  4.9093  4.5846  -0.4013  0.1105
H  2.4686  4.1448  -0.4057  0.1093
H  -4.2838  4.1267  -2.6052  0.1188
H  -6.2689  2.6940  -3.0555  0.1170
H  -6.0476  0.2188  -2.7194  0.1146
H  -3.9198  -0.6907  -1.8997  0.0967
C  2.7797  -4.6986  -0.9913  -0.0509
C  1.3787  -4.0665  -0.7767  -0.1266
N  1.4430  -2.6323  -0.9898  -0.1312
C  2.2935  -2.0076  0.0127  -0.1364
C  3.7125  -2.6246  -0.0261  -0.0447
N  3.7504  -3.5663  -1.1984  -0.0910
C  3.4142  -2.8159  -2.4578  -0.0480
C  1.9435  -2.3533  -2.3272  -0.1667
H  2.8341  -5.3247  -1.8807  0.1331
H  3.1330  -5.2702  -0.1347  0.1316
H  1.0256  -4.2565  0.2364  0.1327
H  0.6592  -4.4949  -1.4737  0.1171
H  1.8459  -2.1530  0.9932  0.1168
H  2.3233  -0.9370  -0.1797  0.1045
H  3.9519  -3.2130  0.8588  0.1330
H  4.4956  -1.8834  -0.1827  0.1310
H  4.6882  -3.9505  -1.2827  0.1857
H  3.5810  -3.4929  -3.2943  0.1341
H  4.1194  -1.9879  -2.5263  0.1243
H  1.3119  -2.8744  -3.0451  0.1060
H  1.8480  -1.2876  -2.5211  0.0780
O  -1.1250  3.4304  2.3522  -0.2628
S  0.0733  2.6722  2.1715  0.6785
O  1.2870  3.3600  1.8489  -0.2644
N  -0.1701  1.4333  1.1061  -0.1098
C  0.0036  0.2484  1.6524  -0.4936
O  -0.1911  -0.7512  0.9090  -0.0826
C  0.3218  0.2620  3.0971  -0.1211
C  0.4919  -0.7903  3.9761  0.0041
C  0.7293  -0.4859  5.3117  -0.0534
C  0.7843  0.8352  5.7439  -0.0482
C  0.6017  1.8937  4.8583  -0.0137
C  0.3660  1.5736  3.5395  -0.1942
H  0.4226  -1.8141  3.6321  0.1206
H  0.8620  -1.2845  6.0292  0.1100
H  0.9631  1.0449  6.7901  0.1132
H  0.6329  2.9211  5.1947  0.1287